No. 1
Formula: C8H18Cl12N2O4
Source: the OMol25 dataset
Level of theory: ωB97M-V/def2-TZVPD

Cartesian coordinates (Å):
C  -12.5401  18.6008  16.5752
N  -13.2432  17.4067  15.9743
O  -12.5177  16.5503  15.3542
O  -14.4543  17.2926  16.1994
H  -11.4904  18.3073  16.5736
H  -12.8475  18.7408  17.6115
H  -12.7002  19.4783  15.9487
C  -11.9803  15.4056  19.4142
N  -10.9830  16.5173  19.7126
O  -10.4203  16.5509  20.8091
O  -10.8844  17.4687  18.9758
H  -11.8717  14.8523  18.4814
H  -12.9818  15.8304  19.3456
H  -11.9541  14.7677  20.2976
C  -10.5308  20.3761  13.2468
Cl  -12.2985  20.2620  13.2537
Cl  -10.0575  22.0894  13.4011
H  -10.2115  19.7310  14.0654
H  -10.1636  20.1709  12.2413
C  -16.5779  16.5332  18.9683
Cl  -15.2562  16.8153  20.0568
Cl  -17.0721  18.0999  18.3214
H  -16.1963  15.9965  18.0997
H  -17.4652  16.0078  19.3212
C  -13.3754  16.1475  12.3906
Cl  -11.7452  16.7264  12.3100
Cl  -13.5010  14.3393  12.2728
H  -13.7644  16.5492  13.3262
H  -14.0297  16.5798  11.6336
C  -10.0551  13.8068  14.2548
Cl  -10.5992  12.1558  14.4806
Cl  -10.4091  14.6607  15.7796
H  -8.9972  13.8495  13.9959
H  -10.7176  14.3074  13.5486
C  -16.0772  21.1672  16.8951
Cl  -14.3510  21.0406  17.3471
Cl  -16.4899  22.8840  16.5962
H  -16.3490  20.5896  16.0116
H  -16.5639  20.8029  17.7998
C  -17.0467  15.1000  15.1177
Cl  -18.6148  15.6669  15.6329
Cl  -16.9724  14.7605  13.3897
H  -16.1974  15.6764  15.4843
H  -16.8966  14.2306  15.7578

Properties
⟨S²⟩: 0.756
Largest force on an atom, eV Å⁻¹: 3.40
Frontier orbital gap (alpha / beta), hartree: 0.301 / 0.105
LUMO energy (alpha / beta), eV: -4.98 / -10.30
E, eV: -170009.917
Charge: +1
Multiplicity: 2
Highest occupied orbital energy (alpha / beta), eV: -13.1695 / -13.1473

No. 2
Formula: C54H46ClIN5O3P2S2Tl
Source: the OMol25 dataset
Level of theory: ωB97M-V/def2-TZVPD

Cartesian coordinates (Å):
Tl  0.5845  -0.6708  -0.1766
C  0.6369  3.1876  0.5760
P  -0.0364  1.7572  1.5066
C  -1.7012  2.3920  2.0058
C  -2.3763  1.7653  3.0579
C  -3.6636  2.1393  3.4070
C  -4.3134  3.1474  2.7044
C  -3.6621  3.7666  1.6480
C  -2.3708  3.3881  1.2957
C  0.7917  1.8323  3.1435
C  1.2890  2.9994  3.7145
C  1.9590  2.9623  4.9307
C  2.1313  1.7545  5.5935
C  1.6287  0.5859  5.0352
C  0.9719  0.6190  3.8121
C  0.2036  3.0048  -0.8508
C  0.0656  3.9409  -1.8709
C  -0.3627  3.2030  -3.0064
C  -0.4462  1.8791  -2.5893
C  -0.9171  0.6697  -3.3460
P  -2.0486  -0.2861  -2.2239
C  -3.5351  0.7960  -2.3408
C  -4.6556  0.5515  -3.1321
C  -5.7246  1.4399  -3.1393
C  -5.6834  2.5907  -2.3646
C  -4.5651  2.8510  -1.5828
C  -3.5029  1.9595  -1.5653
C  -2.5617  -1.7122  -3.2574
C  -3.3818  -2.6619  -2.6399
C  -3.7832  -3.8035  -3.3149
C  -3.3500  -4.0296  -4.6169
C  -2.5209  -3.1053  -5.2333
C  -2.1331  -1.9523  -4.5590
N  -0.1083  1.7581  -1.2821
H  0.2919  4.1366  0.9954
H  1.7265  3.1366  0.6697
H  -1.8886  0.9599  3.5959
H  -4.1717  1.6259  4.2147
H  -5.3243  3.4352  2.9679
H  -4.1630  4.5464  1.0854
H  -1.8884  3.8623  0.4466
H  1.1550  3.9473  3.2061
H  2.3523  3.8775  5.3585
H  2.6681  1.7223  6.5347
H  1.7577  -0.3602  5.5488
H  0.5989  -0.2969  3.3566
H  0.2480  5.0061  -1.8063
H  -0.5863  3.5884  -3.9927
H  -1.4473  0.9727  -4.2520
H  -0.0935  0.0034  -3.6293
H  -4.6992  -0.3430  -3.7425
H  -6.5917  1.2308  -3.7556
H  -6.5204  3.2792  -2.3669
H  -4.5207  3.7485  -0.9775
H  -2.6316  2.1581  -0.9498
H  -3.6928  -2.5011  -1.6120
H  -4.4137  -4.5297  -2.8159
H  -3.6448  -4.9303  -5.1418
H  -2.1635  -3.2853  -6.2404
H  -1.4812  -1.2420  -5.0525
O  2.5908  0.7339  0.9103
C  3.6598  0.7328  1.5953
C  4.4999  1.8887  1.6517
C  5.6555  1.9349  2.3989
C  6.0722  0.8302  3.1502
C  5.2824  -0.3069  3.1237
C  4.1062  -0.3880  2.3744
C  3.2696  -1.5881  2.4969
N  2.5989  -2.2403  1.5668
C  1.9330  -3.2619  2.2080
C  2.2188  -3.2493  3.5355
N  3.0747  -2.1816  3.7092
H  4.1784  2.7536  1.0804
H  6.2472  2.8450  2.4093
H  6.9865  0.8579  3.7297
H  5.6017  -1.1815  3.6851
H  1.2423  -3.9060  1.6890
H  1.8580  -3.8449  4.3549
H  3.4238  -1.8210  4.5783
S  0.8805  -3.5476  -3.3594
C  2.3285  -3.8059  -2.6192
N  2.6589  -3.5644  -1.3545
C  3.9981  -3.8789  -0.8980
C  4.8704  -3.9577  -2.1462
S  3.7371  -4.4739  -3.4713
H  2.0822  -2.9692  -0.7780
H  3.9966  -4.8288  -0.3555
H  4.3340  -3.0988  -0.2160
H  5.6730  -4.6848  -2.0421
H  5.2896  -2.9847  -2.4002
I  3.5975  1.3794  -6.0097
C  3.8749  0.7004  -4.0493
C  4.9204  1.1887  -3.2838
C  5.0717  0.6954  -1.9986
C  4.1683  -0.2542  -1.5422
N  3.1616  -0.7103  -2.2807
C  3.0132  -0.2461  -3.5183
H  5.5951  1.9365  -3.6797
H  5.8622  1.0514  -1.3508
H  4.2389  -0.6590  -0.5418
H  2.1803  -0.6442  -4.0877
Cl  -7.1162  -0.5298  0.5055
C  -5.5215  -1.0991  0.9695
C  -4.4097  -0.3523  0.6253
C  -3.1564  -0.8087  1.0150
C  -3.0121  -1.9913  1.7298
C  -4.1483  -2.7274  2.0487
C  -5.4105  -2.2877  1.6763
C  -1.6294  -2.4781  2.1740
O  -1.5675  -3.6082  2.6894
O  -0.6908  -1.6655  1.9645
H  -4.5211  0.5736  0.0731
H  -2.2699  -0.2395  0.7618
H  -4.0131  -3.6534  2.5922
H  -6.3000  -2.8516  1.9260

Properties
Largest force on an atom, eV Å⁻¹: 0.52
Frontier orbital gap, hartree: 0.199
LUMO energy, eV: 3.35
E, eV: -135907.347
Charge: -2
Multiplicity: 1
Highest occupied orbital energy, eV: -2.0589

No. 3
Formula: CHF3O2S
Source: the OMol25 dataset
Level of theory: ωB97M-V/def2-TZVPD

Cartesian coordinates (Å):
C  -2.0663  -0.0615  -0.0066
O  -0.2271  -1.6566  -1.1867
O  0.0929  -1.5459  1.1848
F  -3.0849  -0.8804  0.2714
F  -2.3699  0.4806  -1.1831
F  -1.8436  0.9628  0.8690
S  -0.2531  -0.8926  -0.0076
H  0.3276  0.4004  -0.0387

Properties
SMILES string: O=[SH](=O)C(F)(F)F
Largest force on an atom, eV Å⁻¹: 3.04
Frontier orbital gap, hartree: 0.441
LUMO energy, eV: 0.24
E, eV: -24133.967
Multiplicity: 1
Highest occupied orbital energy, eV: -11.7592

No. 4
Formula: C44H43BBaCl5N13O7S
Source: the OMol25 dataset
Level of theory: ωB97M-V/def2-TZVPD

Cartesian coordinates (Å):
Ba  -1.8266  -0.5176  -0.1209
Cl  -7.5897  3.9708  -1.6546
C  -6.5004  2.9497  -0.7488
C  -5.8156  1.9487  -1.4166
C  -4.9160  1.1062  -0.7610
N  -4.1200  0.1657  -1.4375
C  -4.5826  -0.4108  -2.5436
O  -5.6684  -0.2722  -3.1300
C  -3.6064  -1.3865  -3.1860
C  -3.6802  -1.5599  -4.5644
C  -2.8399  -2.4699  -5.1772
C  -1.9530  -3.1891  -4.3897
C  -1.9411  -2.9499  -3.0266
N  -2.7510  -2.0751  -2.4216
C  -4.7231  1.2758  0.6395
C  -5.4522  2.2737  1.2925
C  -6.3182  3.1103  0.6090
Cl  -7.1642  4.3491  1.5008
N  -3.7435  0.5025  1.2890
C  -3.7686  0.3654  2.6226
O  -4.6577  0.6879  3.4243
C  -2.5244  -0.2729  3.2501
C  -2.5459  -0.5813  4.6037
C  -1.4159  -1.1373  5.1792
C  -0.2895  -1.3535  4.4038
C  -0.3425  -1.0094  3.0637
N  -1.4391  -0.4903  2.5064
H  -5.9970  1.8006  -2.4695
H  -4.4139  -0.9820  -5.1067
H  -2.8746  -2.6180  -6.2504
H  -1.2576  -3.9087  -4.8016
H  -1.2385  -3.4818  -2.3957
H  -5.3428  2.3980  2.3563
H  -3.4504  -0.3812  5.1588
H  -1.4162  -1.4174  6.2257
H  0.5989  -1.8239  4.8034
H  0.5108  -1.1618  2.4117
C  2.1506  4.1649  -3.9131
C  1.9425  3.9842  -2.4433
C  1.9677  4.9418  -1.4164
C  1.7129  4.2301  -0.2585
C  1.6318  4.7615  1.1335
N  1.5507  2.9353  -0.6081
N  1.6931  2.7837  -1.9482
B  1.2519  1.6535  0.2126
N  2.5366  0.8316  0.4836
N  2.3506  -0.4269  0.9606
C  3.5521  -0.9023  1.2612
C  3.7236  -2.2696  1.8323
C  4.5371  0.0643  0.9830
C  3.8476  1.1539  0.4858
C  4.4044  2.4692  0.0452
N  0.5506  2.0033  1.5390
N  -0.7175  2.4759  1.4114
C  -1.0967  2.8760  2.6148
C  -2.4324  3.5063  2.8386
C  -0.0738  2.6364  3.5485
C  0.9611  2.0832  2.8222
C  2.2990  1.6580  3.3275
H  1.8162  5.1506  -4.2399
H  1.5887  3.4096  -4.4628
H  3.2042  4.0649  -4.1869
H  2.1222  6.0063  -1.4941
H  1.8590  5.8280  1.1156
H  2.3452  4.2752  1.8006
H  0.6392  4.6207  1.5623
H  0.5159  0.9860  -0.4815
H  2.8555  -2.8916  1.6269
H  3.8267  -2.2353  2.9198
H  4.6135  -2.7559  1.4299
H  5.6063  -0.0192  1.1021
H  5.4860  2.3755  -0.0602
H  4.2066  3.2570  0.7770
H  3.9886  2.8020  -0.9057
H  -3.2364  2.7733  2.8371
H  -2.6498  4.2341  2.0553
H  -2.4541  4.0167  3.8025
H  -0.0835  2.8243  4.6103
H  2.3746  1.9189  4.3831
H  3.1207  2.1446  2.7952
H  2.4469  0.5825  3.2256
C  2.5241  -6.5238  0.3010
N  2.9294  -5.4236  -0.5522
C  4.2043  -4.9111  -0.6587
C  4.1446  -3.8550  -1.4848
N  2.8238  -3.7274  -1.8984
C  2.0570  -4.7062  -1.3076
S  0.4220  -5.0297  -1.4123
C  2.3813  -2.5972  -2.6478
C  2.9229  -1.3607  -2.3202
C  2.4879  -0.2568  -3.0237
C  1.5227  -0.4300  -4.0050
C  1.0709  -1.7114  -4.2612
N  1.4969  -2.7961  -3.6072
H  3.3875  -6.8307  0.8878
H  2.1662  -7.3541  -0.3079
H  1.7366  -6.2014  0.9751
H  5.0331  -5.3417  -0.1274
H  4.9082  -3.1840  -1.8309
H  3.6136  -1.2565  -1.4962
H  2.8364  0.7338  -2.7812
H  1.1175  0.4235  -4.5330
H  0.3203  -1.8856  -5.0225
O  -0.3507  -4.7204  4.3255
Cl  0.8871  -4.8433  3.5994
O  1.9872  -4.3989  4.4285
O  1.0967  -6.2255  3.2265
O  0.8338  -4.0173  2.4084
O  -2.3138  -4.3232  1.0307
C  -1.7011  -3.4394  0.7108
Cl  -1.6478  1.6416  -3.7231
C  -2.5234  2.8461  -2.7375
Cl  -1.9077  2.9063  -1.0932
H  -3.5675  2.5520  -2.7153
H  -2.3787  3.8112  -3.2092

Properties
Largest force on an atom, eV Å⁻¹: 1.21
Frontier orbital gap, hartree: 0.241
LUMO energy, eV: 3.74
E, eV: -154851.109
Charge: -2
Multiplicity: 1
Highest occupied orbital energy, eV: -2.8163

No. 5
Formula: C26H26ClN4SbSe4Sn
Source: the OMol25 dataset
Level of theory: ωB97M-V/def2-TZVPD

Cartesian coordinates (Å):
Sn  -0.7873  0.1367  -1.3128
C  -1.7071  0.2286  1.7327
C  -2.3346  1.5889  1.3880
C  -3.2857  1.5898  0.2185
C  -4.6463  1.3669  0.3856
C  -5.4841  1.4025  -0.7179
C  -4.9458  1.6871  -1.9607
C  -3.5778  1.8780  -2.0395
N  -2.7705  1.8422  -0.9843
N  -0.3423  0.0568  1.2540
C  0.5305  1.1397  1.6418
C  0.7066  2.2293  0.6338
C  1.0937  3.4897  1.0457
C  1.4165  4.4521  0.0996
C  1.3446  4.0949  -1.2410
C  0.9409  2.8224  -1.5612
N  0.6218  1.9050  -0.6512
C  0.1784  -1.2400  1.6504
C  0.1667  -2.3180  0.6007
C  0.2337  -3.6446  1.0105
C  0.3954  -4.6378  0.0617
C  0.4921  -4.2791  -1.2728
C  0.3952  -2.9385  -1.5921
N  0.2314  -1.9894  -0.6812
H  -2.3180  -0.5705  1.3052
H  -1.7220  0.1005  2.8311
H  -1.5326  2.2965  1.1712
H  -2.8849  1.9432  2.2659
H  -5.0345  1.1357  1.3685
H  -6.5392  1.1995  -0.6088
H  -5.5397  1.6996  -2.8616
H  -3.1018  2.0472  -3.0008
H  1.5378  0.7354  1.7625
H  0.2233  1.5759  2.6041
H  1.1615  3.7116  2.1014
H  1.7103  5.4480  0.4024
H  1.5908  4.7971  -2.0227
H  0.8778  2.4904  -2.5839
H  -0.3329  -1.6132  2.5527
H  1.2414  -1.1297  1.8987
H  0.1562  -3.8826  2.0645
H  0.4520  -5.6742  0.3676
H  0.6073  -5.0118  -2.0558
H  0.4682  -2.6151  -2.6247
Se  -4.3075  -0.3926  -4.8261
Sb  -2.5165  -1.4911  -3.6061
Se  -0.3800  0.0544  -3.8049
Se  -3.1787  -1.6536  -1.1871
Se  -1.8919  -3.7237  -4.3221
Cl  4.0086  1.9573  1.2865
C  3.9262  0.1965  1.3072
C  4.4165  -0.4371  2.4148
C  4.4074  -1.8275  2.4865
C  3.9166  -2.5470  1.3939
C  3.4269  -1.9096  0.2896
C  3.3710  -0.4791  0.1741
C  2.8358  0.1606  -0.9085
H  4.8167  0.1556  3.2278
H  4.7897  -2.3298  3.3631
H  3.9343  -3.6339  1.4198
H  3.0759  -2.4831  -0.5576
H  2.5270  -0.3877  -1.7829
H  2.9326  1.2251  -1.0141

Properties
Largest force on an atom, eV Å⁻¹: 1.46
Frontier orbital gap, hartree: 0.166
LUMO energy, eV: 4.13
E, eV: -319623.320
Charge: -2
Multiplicity: 1
Highest occupied orbital energy, eV: -0.3839

No. 6
Formula: C6H10O
Source: the OMol25 dataset
Level of theory: ωB97M-V/def2-TZVPD

Cartesian coordinates (Å):
C  2.3924  -0.1796  0.0065
C  1.1297  0.6763  0.0771
C  -0.0438  -0.0697  0.6859
O  -1.0934  0.8096  1.1666
C  -2.0664  0.0483  0.4607
C  -1.8475  0.1541  -1.0073
C  -1.0391  -0.8278  -0.1913
H  2.2277  -1.0935  -0.5762
H  2.7185  -0.4773  1.0100
H  3.2154  0.3691  -0.4622
H  0.8551  1.0376  -0.9215
H  1.3131  1.5637  0.6944
H  0.2951  -0.7015  1.5198
H  -3.0067  -0.1706  0.9570
H  -2.6090  -0.3011  -1.6355
H  -1.3950  1.0585  -1.4096
H  -1.0460  -1.8962  -0.3744

Properties
Largest force on an atom, eV Å⁻¹: 0.38
Frontier orbital gap, hartree: 0.382
LUMO energy, eV: 1.15
E, eV: -8429.542
Multiplicity: 1
Highest occupied orbital energy, eV: -9.2558

No. 7
Formula: C2H6N2P
Source: the OMol25 dataset
Level of theory: ωB97M-V/def2-TZVPD

Cartesian coordinates (Å):
C  0.3494  1.2927  -0.0854
C  0.8928  -1.2911  -0.0404
N  1.7362  1.2194  0.0463
N  -0.3840  0.0475  0.1923
P  2.4652  -0.1435  -0.0189
H  -0.1162  1.9516  0.6075
H  0.2187  1.5231  -1.1239
H  0.9289  -1.9347  0.9055
H  0.3754  -1.7289  -0.9413
H  -1.0219  -0.2184  0.9230
H  -0.8647  -0.0223  -0.6894

Properties
Largest force on an atom, eV Å⁻¹: 5.38
Frontier orbital gap, hartree: 0.372
LUMO energy, eV: -5.04
E, eV: -14430.800
Charge: +1
Multiplicity: 1
Highest occupied orbital energy, eV: -15.1556

Q: Which value of largest force on an atom does entry 7 give?
A: 5.38 eV Å⁻¹